{"formula": "C13H27N7O14", "method": "the ωB97M-V functional and the def2-TZVPD basis", "e_tot_ha": -1946.696194, "orbital_gap_ha": 0.224, "e_lumo_ev": -2.1, "de_lowest_kj_mol": 1975.7, "largest_force_ha_per_bohr": 0.240, "elements": ["O", "O", "O", "O", "O", "O", "O", "O", "O", "O", "O", "O", "O", "O", "N", "N", "N", "N", "N", "N", "N", "C", "C", "C", "C", "C", "C", "C", "C", "C", "C", "C", "C", "C", "H", "H", "H", "H", "H", "H", "H", "H", "H", "H", "H", "H", "H", "H", "H", "H", "H", "H", "H", "H", "H", "H", "H", "H", "H", "H", "H"], "xyz": [[-2.91674, -2.49288, -1.80241], [-0.96219, 3.86093, -1.73273], [2.44440, -2.53294, 3.77617], [-2.52071, 0.80569, 1.26680], [1.82810, 2.11321, 0.43544], [1.21478, -1.02608, -0.39743], [-1.93683, -1.45259, -3.43914], [0.58640, 2.48458, -1.26312], [-1.48169, -1.90102, 3.84321], [0.02965, 0.64251, -1.21899], [2.53373, -3.33303, 1.75933], [-0.09764, -1.61184, 2.16274], [2.14154, 0.99673, 2.38528], [-4.06057, 1.08115, 2.77063], [-0.57814, -2.28548, 3.05575], [2.53252, -2.43720, 2.56624], [0.49175, -0.03918, -0.27537], [-3.06452, 0.55780, 2.29599], [1.88621, 2.05479, 1.68507], [-2.14167, -1.62740, -2.24159], [-0.59661, 2.72956, -1.64581], [-0.02213, 0.20771, 1.05224], [0.09192, -3.58615, 3.30407], [1.74033, 3.31524, 2.48614], [-2.39457, -0.48726, 3.12208], [2.71484, -1.08046, 2.00325], [0.74963, -0.42690, -3.13728], [0.41321, 0.07843, -5.48024], [0.74822, 1.42938, -5.22828], [-1.53580, 1.66987, -2.15033], [0.95688, 1.82055, -3.90224], [-1.50949, -0.68514, -1.26845], [0.36415, -0.82879, -4.41833], [1.06529, 0.87954, -2.91293], [-2.58267, 1.92643, -1.98802], [-0.03585, -0.35770, -6.36031], [3.23948, -0.34453, 2.61258], [-0.13293, -4.45959, 2.69201], [-2.71469, -1.37109, 2.57028], [-0.06198, -1.79699, -4.63605], [-0.81435, 0.95154, 0.96730], [1.10299, 2.87128, -3.69970], [0.40449, 2.10488, -5.99766], [-1.32124, -0.45244, 2.93542], [1.30352, 1.07678, -1.87816], [-2.69819, -0.45519, 4.16845], [-0.49781, -0.54462, -1.64906], [-1.59114, 1.55277, -3.23261], [-0.43200, -0.67100, 1.55021], [0.05363, -3.79652, 4.37289], [1.11213, 3.91022, 1.82323], [-2.17132, 0.17665, -1.18242], [-1.25238, 0.73374, -1.66925], [1.14065, -3.44592, 3.04211], [0.69415, -1.01726, -2.23462], [0.77940, 0.71165, 1.59232], [3.46530, -1.10749, 1.21320], [1.22315, 3.17126, 3.43477], [2.75895, 3.65812, 2.66762], [1.70538, -0.79515, 1.70712], [-1.39094, -1.12317, -0.27741]], "forces_ev_per_a": [[1.114, 0.816, -0.412], [-1.064, 1.438, 0.057], [0.336, -0.205, 0.332], [-1.347, 0.873, -1.933], [1.264, -0.424, 5.134], [0.061, 0.244, -0.840], [-0.538, -0.047, 1.530], [-3.558, 5.113, -0.685], [5.432, -6.477, 0.853], [4.281, -3.994, 10.870], [-0.370, -0.999, 0.224], [0.523, -6.423, 4.077], [-0.599, 6.075, -1.847], [0.259, 0.114, -0.788], [-1.062, -2.668, 3.394], [3.187, 2.249, -0.682], [0.179, 1.330, 1.422], [-1.267, 0.576, 2.930], [2.216, -0.314, 0.101], [-2.161, -1.124, 0.146], [2.125, 0.458, -0.664], [-0.477, 5.248, -2.482], [0.701, -0.781, 0.550], [-0.661, -0.126, -0.986], [-1.180, 2.028, -2.077], [1.252, -0.667, -0.280], [0.191, -1.017, -2.469], [-0.141, -0.153, 1.323], [-2.122, -1.385, 0.019], [-1.775, 1.834, -1.493], [1.152, 0.564, -1.523], [-3.383, -6.144, 0.180], [0.772, 0.320, 0.102], [3.209, -0.504, -2.152], [0.125, 0.751, 0.862], [0.344, 0.749, -0.686], [-0.527, -1.514, 1.208], [-1.203, 0.446, -0.169], [-0.734, 0.249, -0.017], [0.337, -0.167, 0.191], [0.978, 0.007, -0.432], [0.111, 0.114, 0.128], [0.723, 0.538, -0.095], [-1.478, 2.641, -0.198], [2.374, 0.640, -2.710], [-0.466, 0.690, -0.634], [-2.871, -1.907, -1.490], [1.125, 0.400, -0.177], [-0.470, 3.534, -2.860], [-0.423, -0.012, -0.245], [0.511, 0.613, 0.222], [-0.635, -1.869, 0.616], [-1.764, 4.097, -2.798], [-1.670, -0.566, 0.472], [0.787, -1.029, -1.368], [-1.653, -2.104, -0.168], [-0.799, -0.697, -0.760], [0.173, -0.566, -0.201], [-0.217, 0.284, -0.233], [1.364, -0.453, 0.003], [-0.591, -0.694, -0.393]], "lowdin_charge": [0.047, 0.105, 0.061, 0.035, 0.105, 0.098, 0.061, -0.064, 0.007, -0.347, 0.105, 0.034, -0.089, 0.086, -0.210, -0.444, -0.311, -0.402, -0.300, -0.333, -0.278, -0.024, 0.079, 0.085, -0.041, 0.012, -0.066, -0.081, -0.068, 0.031, -0.083, -0.018, -0.078, -0.131, 0.130, 0.095, 0.100, 0.128, 0.147, 0.095, 0.101, 0.109, 0.095, 0.093, 0.092, 0.139, 0.034, 0.135, -0.073, 0.120, 0.108, 0.111, -0.041, 0.030, 0.092, 0.056, 0.126, 0.103, 0.111, 0.052, 0.130]}